Entry from the Open Molecules 2025 dataset: a molecular structure, C20H40N4NbO4 in a non-equilibrium geometry (wB97M-V/def2-TZVPD).

## Properties
- multiplicity = 1
- LUMO energy (eV) = 2.180
- net charge = -1

Last column: Löwdin charge in e.
Element x y z (Å)
C: -7.269 -1.621 1.090  -0.08
C: -6.551 -2.621 0.204  -0.65
O: -6.922 -2.738 -0.946  0.02
N: -5.482 -3.376 0.705  -0.29
C: -5.880 -4.119 1.909  -0.21
Nb: -3.619 -2.318 0.889  1.25
C: -1.706 -1.121 1.041  -0.38
C: -1.492 0.089 0.158  -0.31
C: -0.518 1.027 0.533  -0.06
C: -0.248 2.138 -0.249  -0.11
C: -0.938 2.362 -1.438  -0.08
C: -1.912 1.451 -1.829  -0.29
C: -2.696 1.625 -3.103  -0.06
C: -2.169 0.337 -1.028  -0.05
H: -8.292 -1.929 1.295  0.07
H: -7.293 -0.692 0.534  0.07
H: -6.726 -1.433 2.008  0.04
H: -5.033 -4.388 2.525  0.02
H: -6.638 -3.588 2.486  0.06
H: -6.350 -5.059 1.594  0.07
H: -4.594 -0.762 0.906  -0.11
H: -3.653 -2.524 2.734  -0.15
H: -2.643 -3.897 0.919  -0.15
H: -3.548 -2.348 -0.948  -0.12
H: -0.844 -1.782 0.945  0.03
H: -1.703 -0.747 2.070  0.02
H: 0.047 0.870 1.440  0.10
H: 0.502 2.846 0.069  0.07
H: -0.734 3.224 -2.058  0.09
H: -2.540 2.602 -3.548  0.06
H: -3.747 1.471 -2.873  0.08
H: -2.427 0.841 -3.809  0.07
H: -2.917 -0.364 -1.374  0.05
C: 0.842 -4.006 -3.115  -0.02
C: -0.528 -3.769 -2.515  -0.55
O: -0.685 -3.277 -1.418  0.01
N: -1.616 -4.128 -3.255  0.01
C: -1.651 -4.724 -4.573  -0.09
H: 1.589 -3.666 -2.404  0.08
H: 1.000 -5.067 -3.313  0.08
H: 0.959 -3.444 -4.044  0.08
H: -2.491 -3.936 -2.787  0.12
H: -2.198 -4.075 -5.262  0.08
H: -2.162 -5.689 -4.534  0.08
H: -0.648 -4.875 -4.959  0.06
C: 5.165 2.156 -0.041  -0.01
C: 3.727 2.512 -0.337  -0.55
O: 3.026 3.104 0.469  0.02
N: 3.222 2.152 -1.545  0.02
C: 3.883 1.448 -2.624  -0.08
H: 5.412 2.509 0.956  0.07
H: 5.311 1.076 -0.075  0.08
H: 5.835 2.635 -0.756  0.08
H: 2.256 2.420 -1.667  0.13
H: 3.878 2.063 -3.527  0.08
H: 3.351 0.519 -2.839  0.08
H: 4.910 1.214 -2.364  0.07
C: 6.765 3.244 5.217  -0.01
C: 6.866 3.860 3.841  -0.56
O: 7.563 3.375 2.965  0.02
N: 6.140 4.983 3.605  0.01
C: 5.256 5.692 4.510  -0.08
H: 7.395 2.360 5.244  0.08
H: 7.107 3.944 5.980  0.08
H: 5.737 2.950 5.431  0.09
H: 6.246 5.340 2.668  0.14
H: 4.246 5.717 4.097  0.09
H: 5.602 6.719 4.641  0.08
H: 5.225 5.207 5.479  0.07

***

Entry from the Open Molecules 2025 dataset: a molecular structure, C20H40NP3RhSSe in a non-equilibrium geometry (wB97M-V/def2-TZVPD).

## Properties
- multiplicity = 5
- LUMO energy (alpha / beta) (eV) = -8.085 / -12.112
- net charge = +3

Last column: Mulliken spin population.
Element x y z (Å)
Rh: -0.957 -0.223 1.105  1.38
P: -3.047 -0.280 0.364  0.02
P: -0.212 -2.303 0.664  0.03
P: -0.442 2.071 0.782  0.05
H: 4.251 -0.886 -0.490  0.00
C: 4.137 0.084 0.007  0.00
C: 4.226 0.241 1.340  0.02
H: 4.470 -0.586 2.015  0.00
C: -3.116 -0.202 -1.453  0.07
C: -4.039 -1.737 0.816  0.01
C: -4.005 1.164 0.927  0.03
C: 1.601 -2.479 0.766  0.08
C: -0.860 -3.501 1.882  0.01
C: -0.673 -3.003 -0.961  0.05
C: 1.341 2.441 0.842  0.04
C: -1.123 3.185 2.067  0.03
C: -1.057 2.837 -0.759  0.07
H: 4.052 0.956 -0.649  0.00
H: 4.155 1.244 1.779  0.00
H: -4.143 0.022 -1.767  0.01
H: -2.808 -1.158 -1.890  -0.01
H: -2.444 0.574 -1.840  -0.01
H: -5.070 -1.596 0.466  0.00
H: -4.047 -1.850 1.908  0.00
H: -3.628 -2.656 0.383  0.00
H: -5.071 0.980 0.738  0.00
H: -3.707 2.082 0.407  0.00
H: -3.860 1.313 2.005  0.00
H: 1.920 -3.428 0.310  0.01
H: 1.911 -2.475 1.819  0.01
H: 2.105 -1.653 0.246  -0.04
H: -0.634 -4.529 1.570  0.00
H: -1.945 -3.382 1.983  0.00
H: -0.388 -3.311 2.854  0.00
H: -0.238 -4.009 -1.056  0.00
H: -0.277 -2.358 -1.760  -0.01
H: -1.763 -3.082 -1.058  0.01
H: 1.486 3.503 0.609  0.00
H: 1.883 1.836 0.102  -0.02
H: 1.754 2.235 1.838  0.01
H: -0.962 4.218 1.736  0.00
H: -0.623 3.038 3.031  0.00
H: -2.199 3.017 2.194  -0.01
H: -0.810 3.906 -0.719  0.00
H: -2.144 2.734 -0.853  0.00
H: -0.570 2.384 -1.634  -0.03
C: 1.602 0.152 -3.510  0.20
C: 2.964 -0.145 -3.738  0.07
C: 3.487 -0.073 -5.027  0.02
C: 2.661 0.269 -6.111  0.20
C: 1.292 0.511 -5.893  0.03
C: 0.763 0.458 -4.612  0.10
Se: 0.883 0.104 -1.806  1.33
H: -2.100 -0.632 2.151  0.15
H: 3.577 -0.445 -2.886  0.00
H: 4.540 -0.300 -5.193  0.00
H: 3.080 0.336 -7.114  0.00
H: 0.632 0.731 -6.728  0.00
H: -0.297 0.623 -4.420  0.00
S: 0.059 0.952 5.454  0.00
C: 1.506 0.410 4.653  0.03
C: 1.259 0.033 3.353  0.04
N: -0.087 0.141 3.026  0.03
C: -0.829 0.632 4.029  0.00
H: 2.478 0.380 5.122  0.00
H: 2.000 -0.305 2.627  -0.03
H: -1.901 0.789 3.956  0.00

***

Entry from the Open Molecules 2025 dataset: C20H40O in the gas phase (wB97M-V/def2-TZVPD).

## Properties
- multiplicity = 1
- LUMO energy (eV) = 0.880

Last column: Löwdin charge in e.
Element x y z (Å)
C: 1.794 -0.516 -6.850  -0.05
C: 2.630 -0.411 -5.608  -0.31
C: 3.883 -0.849 -5.570  -0.06
C: 4.606 -1.476 -6.727  -0.28
O: 5.951 -1.781 -6.445  -0.07
C: 1.966 0.176 -4.395  -0.18
C: 0.945 -0.798 -3.795  -0.19
C: 0.284 -0.218 -2.548  -0.19
C: -0.723 -1.173 -1.895  -0.39
C: -2.033 -1.200 -2.681  -0.07
C: -0.997 -0.774 -0.438  -0.19
C: 0.119 -1.196 0.515  -0.20
C: -0.057 -0.651 1.934  -0.18
C: -1.336 -1.088 2.657  -0.39
C: -1.429 -2.611 2.753  -0.07
C: -1.395 -0.488 4.069  -0.19
C: -1.575 1.029 4.099  -0.21
C: -1.770 1.535 5.527  -0.20
C: -2.043 3.040 5.620  -0.45
C: -0.825 3.865 5.212  -0.08
C: -2.460 3.405 7.044  -0.09
H: 0.849 0.006 -6.730  0.08
H: 2.321 -0.089 -7.703  0.08
H: 1.588 -1.560 -7.085  0.09
H: 4.458 -0.777 -4.657  0.11
H: 4.541 -0.819 -7.611  0.12
H: 4.142 -2.432 -6.994  0.13
H: 6.387 -0.982 -6.128  0.08
H: 2.717 0.414 -3.639  0.11
H: 1.456 1.104 -4.669  0.12
H: 0.190 -1.033 -4.545  0.10
H: 1.457 -1.728 -3.536  0.12
H: -0.226 0.714 -2.806  0.12
H: 1.068 0.027 -1.829  0.11
H: -0.297 -2.183 -1.899  0.14
H: -2.721 -1.926 -2.253  0.08
H: -1.860 -1.472 -3.720  0.07
H: -2.508 -0.221 -2.656  0.08
H: -1.929 -1.243 -0.119  0.11
H: -1.136 0.309 -0.383  0.13
H: 0.182 -2.285 0.537  0.11
H: 1.076 -0.829 0.138  0.10
H: -0.041 0.440 1.879  0.11
H: 0.802 -0.965 2.533  0.12
H: -2.203 -0.720 2.099  0.13
H: -0.548 -3.013 3.249  0.09
H: -2.307 -2.901 3.326  0.08
H: -1.508 -3.063 1.768  0.07
H: -2.236 -0.943 4.601  0.11
H: -0.485 -0.755 4.611  0.12
H: -0.701 1.510 3.661  0.10
H: -2.446 1.301 3.499  0.12
H: -0.883 1.296 6.119  0.12
H: -2.614 1.001 5.973  0.11
H: -2.871 3.283 4.944  0.13
H: -1.028 4.926 5.337  0.07
H: 0.032 3.606 5.831  0.08
H: -0.564 3.693 4.171  0.07
H: -3.349 2.852 7.340  0.07
H: -1.661 3.168 7.744  0.08
H: -2.677 4.468 7.120  0.07

***

Entry from the Open Molecules 2025 dataset: a molecular structure, C20H41B3CdNO8 in a non-equilibrium geometry (wB97M-V/def2-TZVPD).

## Properties
- multiplicity = 2
- LUMO energy (alpha / beta) (eV) = -1.472 / -5.635

Last column: Mulliken spin population.
Element x y z (Å)
Cd: -0.301 -0.589 -1.931  0.00
B: -0.827 0.228 0.002  0.02
H: 0.194 0.302 -0.341  0.00
H: -1.034 -0.818 0.169  0.00
H: -0.999 0.682 0.965  -0.01
H: -1.425 0.545 -0.838  0.00
B: -1.685 -1.750 -2.861  0.00
H: -1.747 -1.689 -1.786  0.00
H: -2.444 -2.434 -3.208  0.00
H: -1.810 -0.763 -3.280  0.00
H: -0.653 -1.985 -3.070  0.00
B: 0.978 0.629 -3.107  0.00
H: 0.848 -0.353 -3.537  0.00
H: -0.035 0.998 -3.099  0.00
H: 1.321 0.456 -2.099  0.00
H: 1.669 1.279 -3.622  0.00
O: -1.702 5.451 -0.820  0.00
C: -2.509 4.588 -0.986  0.00
O: -3.187 4.258 -2.157  0.00
C: -4.069 3.072 -2.032  0.00
C: -4.254 3.078 -0.457  0.00
C: -2.916 3.629 0.104  0.00
H: -3.459 2.242 -2.391  0.00
H: -5.082 3.104 -2.432  0.00
H: -4.456 2.093 -0.035  0.00
H: -5.101 3.715 -0.199  0.00
H: -2.165 2.839 0.089  0.00
H: -3.096 4.071 1.084  0.00
O: 1.063 -1.934 -1.136  0.00
C: 1.897 -2.478 -0.455  0.00
O: 2.974 -1.738 0.060  0.00
C: 3.814 -2.580 0.914  0.00
C: 3.218 -4.064 0.761  0.00
C: 1.919 -3.883 -0.011  0.00
H: 3.856 -2.308 1.968  0.00
H: 4.823 -2.584 0.500  0.00
H: 3.052 -4.599 1.696  0.00
H: 3.958 -4.585 0.154  0.00
H: 1.083 -4.088 0.658  0.00
H: 1.780 -4.555 -0.859  0.00
O: 5.458 4.229 -1.809  0.00
C: 4.979 3.429 -1.001  0.00
O: 5.686 2.630 -0.203  0.00
C: 4.896 1.530 0.336  0.00
C: 3.621 1.673 -0.505  0.00
C: 3.526 3.066 -0.972  0.00
H: 4.746 1.695 1.402  0.00
H: 5.495 0.643 0.129  0.00
H: 2.686 1.337 -0.057  0.00
H: 3.665 1.061 -1.406  0.00
H: 3.060 3.777 -0.290  0.00
H: 3.110 3.213 -1.969  0.00
O: -5.931 -2.296 -1.089  0.00
C: -4.966 -2.229 -0.403  0.00
O: -4.043 -3.246 -0.424  0.00
C: -3.058 -3.211 0.615  0.00
C: -3.724 -2.135 1.561  0.00
C: -4.461 -1.174 0.612  0.00
H: -2.179 -2.765 0.150  0.00
H: -2.901 -4.197 1.051  0.00
H: -2.946 -1.590 2.096  0.00
H: -4.346 -2.602 2.324  0.00
H: -3.807 -0.526 0.027  0.00
H: -5.407 -0.680 0.832  0.00
N: 0.755 -0.319 2.748  -0.08
C: 2.068 0.122 2.726  0.17
C: 2.473 0.433 4.027  0.04
C: 1.277 0.355 4.793  0.22
C: 0.215 -0.066 3.975  0.34
H: 0.172 -0.606 1.975  0.01
H: 2.680 -0.124 1.871  0.25
H: 3.380 0.691 4.553  0.00
H: 1.177 0.607 5.839  0.01
H: -0.847 -0.208 4.111  0.02

***

Entry from the Open Molecules 2025 dataset: a molecular structure, C20H41BBaF3NO20P3 in a non-equilibrium geometry (wB97M-V/def2-TZVPD).

## Properties
- multiplicity = 1
- LUMO energy (eV) = 1.592
- net charge = -1

Last column: Löwdin charge in e.
Element x y z (Å)
Ba: 0.040 0.323 -1.963  2.03
B: -0.056 1.096 0.690  -0.60
H: -0.508 1.679 -0.097  -0.15
H: -0.307 1.632 1.593  -0.04
H: -0.373 0.066 0.634  -0.08
H: 1.015 1.153 0.564  -0.07
C: -1.121 -3.854 -4.279  -0.03
C: -1.998 -4.811 -3.890  -0.40
C: -2.925 -4.713 -2.653  -0.40
O: -3.850 -5.543 -2.366  -0.05
C: -2.764 -3.732 -1.725  -0.02
C: -1.678 -2.722 -1.949  -0.34
C: -0.890 -2.671 -3.399  -0.39
O: -0.297 -1.648 -3.666  -0.22
O: -1.424 -1.725 -1.277  -0.25
O: -1.880 -5.857 -4.602  -0.06
H: -0.548 -3.982 -5.186  0.09
H: -3.514 -3.752 -0.948  0.10
C: -1.594 -1.840 2.695  0.04
N: -2.480 -3.035 2.910  -0.43
O: -3.638 -2.843 2.678  0.07
O: -1.973 -4.102 3.269  0.05
H: -0.638 -2.109 3.143  0.08
H: -1.993 -0.933 3.149  0.09
H: -1.389 -1.754 1.628  0.08
C: 1.867 -2.381 1.085  -0.11
O: 3.141 -2.371 0.465  -0.21
P: 3.257 -2.065 -1.143  0.53
O: 2.235 -1.067 -1.649  -0.43
O: 4.846 -1.703 -1.290  -0.20
C: 5.097 -0.606 -2.183  -0.11
O: 3.224 -3.507 -1.846  -0.23
C: 2.149 -4.416 -2.144  -0.03
H: 1.768 -1.399 1.548  0.09
H: 1.834 -3.146 1.861  0.09
H: 0.978 -2.606 0.497  0.09
H: 4.285 -0.388 -2.876  0.08
H: 5.957 -0.976 -2.739  0.09
H: 5.263 0.330 -1.648  0.08
H: 1.260 -3.802 -2.002  0.07
H: 2.196 -5.202 -1.390  0.10
H: 2.187 -4.692 -3.198  0.10
C: -0.527 4.307 -1.816  -0.10
O: 0.804 4.377 -2.302  -0.18
P: 2.034 3.494 -1.823  0.40
O: 2.049 2.061 -2.191  -0.40
O: 2.122 3.768 -0.244  -0.20
C: 2.968 2.962 0.559  -0.09
O: 3.236 4.309 -2.441  -0.21
C: 4.028 3.858 -3.507  -0.09
H: -0.910 5.142 -1.231  0.09
H: -0.757 3.511 -1.107  0.05
H: -1.092 4.184 -2.740  0.10
H: 3.647 3.675 1.027  0.09
H: 3.459 2.112 0.087  0.09
H: 2.278 2.600 1.322  0.05
H: 4.446 4.774 -3.926  0.10
H: 3.315 3.431 -4.212  0.09
H: 4.719 3.083 -3.175  0.09
C: -3.730 4.220 -0.151  -0.09
O: -4.275 3.460 -1.248  -0.20
P: -3.818 1.943 -1.527  0.49
O: -2.397 1.856 -1.952  -0.34
O: -4.372 1.027 -0.282  -0.19
C: -3.656 1.026 0.929  -0.11
O: -4.862 1.488 -2.675  -0.20
C: -4.787 0.113 -3.024  -0.10
H: -2.876 3.751 0.340  0.08
H: -4.444 4.352 0.662  0.09
H: -3.372 5.187 -0.502  0.09
H: -4.188 1.706 1.594  0.09
H: -2.585 1.225 0.970  0.06
H: -3.653 0.015 1.335  0.09
H: -5.677 -0.491 -2.851  0.10
H: -3.869 -0.351 -2.661  0.08
H: -4.768 0.087 -4.114  0.09
C: 1.142 2.256 4.082  -0.06
C: 0.446 1.122 4.823  -0.19
O: 1.449 0.322 5.572  -0.05
C: 1.056 -0.720 6.470  -0.28
O: -0.125 -0.717 6.751  0.14
C: 2.109 -1.818 6.758  -0.48
F: 2.007 -1.929 8.104  0.15
F: 1.835 -3.000 6.025  0.11
F: 3.320 -1.447 6.413  0.19
H: 1.651 1.845 3.211  0.06
H: 1.842 2.656 4.816  0.08
H: 0.379 3.002 3.862  0.09
H: -0.058 0.465 4.114  0.10
H: -0.304 1.375 5.572  0.12

***

Entry from the Open Molecules 2025 dataset: a molecular structure, C20H41BrI2N9O3 in a non-equilibrium geometry (wB97M-V/def2-TZVPD).

## Properties
- multiplicity = 1
- LUMO energy (eV) = -3.412
- net charge = +1

Last column: Löwdin charge in e.
Element x y z (Å)
C: -5.196 1.295 -2.774  -0.08
C: -3.858 0.533 -2.737  -0.22
C: -3.035 0.944 -1.520  -0.16
N: -1.629 0.469 -1.572  -0.04
C: -1.404 -0.976 -1.508  -0.18
C: -1.176 -1.664 -2.834  -0.84
O: -1.750 -1.491 -3.819  0.06
Br: 0.037 -3.164 -2.644  0.73
C: -0.718 1.248 -0.854  -0.24
N: 0.144 2.140 -1.541  -0.06
C: -0.557 3.391 -1.978  -0.25
C: -0.941 4.331 -0.845  -0.07
C: 0.771 1.415 -2.628  -0.77
I: -0.009 1.612 -4.564  1.00
C: 1.843 0.664 -2.374  -0.81
C: 2.454 0.536 -0.994  -0.15
I: 2.877 -0.368 -3.839  0.93
N: -0.622 1.171 0.447  0.09
C: -1.447 0.216 1.207  -0.08
C: -0.662 -0.971 1.743  -0.23
N: -1.127 -1.839 2.516  0.15
C: 0.363 2.016 1.203  -0.09
C: 0.316 1.964 2.735  -0.16
C: 1.382 1.012 3.311  -0.22
C: 2.734 1.707 3.483  -0.21
C: 3.822 0.737 3.960  -0.26
N: 3.964 -0.388 3.026  0.00
H: -5.319 1.957 -1.910  0.07
H: -6.044 0.604 -2.783  0.08
H: -5.280 1.892 -3.686  0.08
H: -4.033 -0.547 -2.690  0.09
H: -3.257 0.716 -3.632  0.09
H: -3.544 0.596 -0.609  0.12
H: -3.018 2.040 -1.467  0.12
H: -2.301 -1.476 -1.095  0.09
H: -0.575 -1.228 -0.842  0.09
H: 0.137 3.903 -2.650  0.11
H: -1.449 3.116 -2.554  0.07
H: -1.412 5.221 -1.267  0.09
H: -1.657 3.871 -0.151  0.08
H: -0.067 4.630 -0.265  0.08
H: 3.394 -0.016 -1.030  0.04
H: 1.793 -0.014 -0.312  0.06
H: 2.668 1.530 -0.588  0.09
H: -1.934 0.742 2.030  0.14
H: -2.235 -0.180 0.571  0.09
H: 0.366 -1.093 1.389  0.11
H: -2.094 -1.649 2.790  0.07
H: 1.356 1.677 0.892  0.09
H: 0.255 3.031 0.840  0.09
H: -0.678 1.768 3.137  0.10
H: 0.557 2.982 3.068  0.12
H: 1.043 0.617 4.276  0.12
H: 1.553 0.177 2.626  0.07
H: 3.064 2.082 2.501  0.11
H: 2.635 2.553 4.175  0.12
H: 3.563 0.366 4.959  0.12
H: 4.768 1.284 4.034  0.11
H: 4.840 -0.354 2.523  0.06
H: 3.925 -1.291 3.481  0.06
C: -3.828 -3.289 -0.639  -0.65
O: -3.916 -2.092 -0.350  -0.01
N: -3.996 -4.263 0.286  0.18
N: -3.530 -3.697 -1.904  0.18
H: -3.929 -5.241 0.074  0.11
H: -4.213 -3.981 1.225  0.11
H: -3.437 -2.990 -2.614  0.09
H: -3.421 -4.657 -2.173  0.11
C: 5.373 -3.117 1.214  -0.67
O: 5.447 -2.834 2.398  0.02
N: 6.207 -4.016 0.619  0.16
N: 4.435 -2.537 0.398  0.15
H: 6.158 -4.258 -0.352  0.10
H: 6.900 -4.452 1.198  0.11
H: 3.811 -1.878 0.831  0.07
H: 4.342 -2.748 -0.577  0.09